Record 1
Computed, not measured: 2 unconnected molecules or ions with the total composition C27H40F2P at a distorted geometry, with ωB97M-V with the def2-TZVPD basis set.

total charge	+1
Kohn-Sham gap	5.7	eV

Each line ends with the natural charge from an NBO analysis.
Atoms and positions in Å:
1 C -1.6860 5.2113 2.1266  -0.6034
2 C -1.4479 3.7052 2.1191  -0.4007
3 C -1.1286 3.1854 0.7201  -0.4029
4 C -0.8216 1.6797 0.6314  -0.6760
5 P 0.4447 0.9530 1.7238  1.1044
6 C 0.6393 -0.6385 2.6251  -0.7090
7 C 0.0068 -0.6867 4.0514  -0.4004
8 C 0.9878 -0.3310 5.1741  -0.3987
9 C 0.6400 -1.0267 6.4854  -0.6032
10 C 2.0681 1.5243 1.0509  -0.7275
11 C 3.2542 1.6635 2.0186  -0.3989
12 C 4.4831 2.2786 1.3199  -0.3921
13 C 4.9946 1.4618 0.1366  -0.6149
14 H -2.0442 5.5426 3.1054  0.2229
15 H -0.7594 5.7554 1.9127  0.2074
16 H -2.4247 5.5060 1.3745  0.2106
17 H -0.6277 3.4474 2.7994  0.1969
18 H -2.3398 3.1895 2.4923  0.2020
19 H -1.9977 3.3689 0.0732  0.2275
20 H -0.3011 3.7656 0.2996  0.2036
21 H -1.7437 1.1065 0.8097  0.2564
22 H -0.4365 1.4598 -0.3774  0.2432
23 H 0.1827 -1.4419 2.0153  0.2746
24 H 1.7273 -0.8540 2.7034  0.2625
25 H -0.8705 -0.0137 4.1229  0.2149
26 H -0.3729 -1.7154 4.2221  0.2165
27 H 2.0063 -0.5935 4.8628  0.1918
28 H 0.9876 0.7524 5.3320  0.2055
29 H 1.3117 -0.7115 7.2873  0.2234
30 H -0.3826 -0.7936 6.7943  0.2097
31 H 0.7247 -2.1138 6.3865  0.2064
32 H 2.2945 0.7971 0.2510  0.2365
33 H 1.8725 2.5119 0.5864  0.2480
34 H 2.9827 2.2902 2.8807  0.2193
35 H 3.5295 0.6752 2.4233  0.1993
36 H 4.2107 3.2795 0.9645  0.2009
37 H 5.2814 2.4133 2.0623  0.2202
38 H 5.9570 1.8445 -0.2113  0.2304
39 H 5.1309 0.4072 0.3953  0.2029
40 H 4.2954 1.5191 -0.7028  0.1940
41 C -4.5737 -3.4180 1.6790  -0.6421
42 C -3.3595 -2.8362 1.0422  -0.0523
43 C -3.4670 -1.6760 0.2868  0.4622
44 F -4.7224 -1.1768 0.0827  -0.3256
45 C -2.3750 -1.0154 -0.2671  -0.3019
46 C -1.0757 -1.4954 -0.0104  -0.1292
47 C 0.0991 -0.6582 -0.3088  -0.1123
48 C 0.3612 -0.4104 -1.7335  -0.0429
49 C -0.6362 -0.4035 -2.7559  -0.2782
50 C -0.2843 -0.0257 -4.0427  0.4527
51 F -1.2624 0.0646 -4.9999  -0.3244
52 C 1.0167 0.2775 -4.4343  -0.0339
53 C 1.3432 0.6020 -5.8458  -0.6445
54 C 2.0043 0.2272 -3.4355  -0.1932
55 C 1.7006 -0.1978 -2.1531  -0.1820
56 C -0.9641 -2.7712 0.6149  -0.1960
57 C -2.0813 -3.4081 1.1487  -0.1946
58 H -4.2853 -4.2068 2.3739  0.2258
59 H -5.1371 -2.6481 2.2243  0.2399
60 H -5.2540 -3.8494 0.9313  0.2450
61 H -2.5566 -0.1447 -0.8979  0.2384
62 H 1.0375 -0.9444 0.1791  0.2091
63 H -1.6492 -0.7658 -2.5797  0.2424
64 H 2.4301 0.6803 -5.9574  0.2269
65 H 0.9977 -0.1682 -6.5516  0.2489
66 H 0.8891 1.5584 -6.1440  0.2458
67 H 3.0131 0.5608 -3.6808  0.2317
68 H 2.5169 -0.4250 -1.4628  0.2175
69 H 0.0164 -3.2496 0.6979  0.2295
70 H -1.9679 -4.3231 1.7377  0.2340

Cartesian forces (eV/Å) of the 2 atoms listed first:
C 0.1 0.1 0.1
C -0.1 -0.1 -0.2

Record 2
Computed, not measured: 3 unconnected molecules or ions with the total composition C27H40F5N2O15P3S2 at a distorted geometry, with ωB97M-V with the def2-TZVPD basis set.

SMILES string	CCCNc1cc2c(c(CCOC(C)=O)c1P(O)O)Sc1c(S(=O)(=O)C(F)(F)C(F)(F)F)ccc(O)c1N2.COP(=O)(OC)OC.COP(=O)(OC)OC
Kohn-Sham gap	7.7	eV

Each line ends with the Löwdin charge.
Atoms and positions in Å:
1 C 5.4545 -1.5374 -0.2910  -0.0989
2 C 6.0332 -0.4791 -1.2361  -0.2344
3 C 6.5878 0.7746 -0.5466  -0.2041
4 N 5.6652 1.9254 -0.4262  -0.0073
5 C 4.3193 1.6130 -0.1205  -0.2668
6 C 3.3995 1.6703 -1.1560  0.0298
7 C 2.0603 1.3938 -0.9747  -0.2228
8 C 1.6279 1.0405 0.2924  -0.3508
9 C 2.5165 0.9703 1.3581  -0.2459
10 C 1.9843 0.5758 2.7235  -0.1579
11 C 1.0645 1.6314 3.3563  -0.1638
12 O -0.2337 1.0519 3.5585  -0.0647
13 C -1.2521 1.9231 3.7347  -0.5438
14 C -2.4506 1.2816 4.3785  0.0290
15 O -1.2056 3.0796 3.3953  0.0976
16 C 3.8762 1.2808 1.1808  -0.2179
17 P 4.8987 1.3045 2.7029  0.8443
18 O 6.3770 1.8287 2.2538  -0.2852
19 O 5.1845 -0.2986 2.8859  -0.2585
20 S -0.0708 0.6781 0.6323  1.1679
21 C -0.7546 0.5418 -0.9813  -0.3666
22 C -2.0509 0.0264 -1.1287  -0.2822
23 S -2.9747 -0.4768 0.2883  0.7446
24 O -3.6576 0.6655 0.8253  -0.2543
25 O -2.2165 -1.2759 1.2066  -0.2913
26 C -4.3357 -1.6179 -0.3161  -0.4531
27 F -5.4084 -0.8689 -0.6311  0.1250
28 F -3.9715 -2.3606 -1.3829  0.1173
29 C -4.7473 -2.6132 0.8079  -0.5547
30 F -5.8772 -3.2383 0.4009  0.1496
31 F -4.9925 -1.9943 1.9628  0.1866
32 F -3.8045 -3.5491 0.9651  0.1658
33 C -2.6549 -0.0579 -2.3775  -0.0561
34 C -1.9616 0.3437 -3.4993  0.0124
35 C -0.6819 0.8454 -3.3586  -0.2407
36 O -0.0086 1.2655 -4.4837  0.0524
37 C -0.0554 0.9552 -2.1155  -0.1632
38 N 1.2295 1.5161 -2.1044  0.1106
39 H 6.0729 -1.6462 0.5980  0.0654
40 H 5.3997 -2.4920 -0.8159  0.0680
41 H 4.4390 -1.2867 0.0188  0.0625
42 H 5.3185 -0.2296 -2.0230  0.1004
43 H 6.8863 -0.9471 -1.7382  0.1003
44 H 7.4375 1.1401 -1.1272  0.1118
45 H 6.9895 0.5137 0.4294  0.0905
46 H 5.6891 2.4137 -1.3109  0.1056
47 H 3.7402 1.9330 -2.1515  0.1277
48 H 1.4236 -0.3546 2.5936  0.1222
49 H 2.8052 0.3557 3.3962  0.0583
50 H 1.0008 2.5015 2.7061  0.1199
51 H 1.4399 1.9373 4.3324  0.1343
52 H -3.3434 1.6770 3.8993  0.0891
53 H -2.4480 1.5318 5.4380  0.0909
54 H -2.4218 0.2045 4.2320  0.0842
55 H 6.3624 2.7920 2.2061  0.0583
56 H 5.4093 -0.4329 3.8141  0.0522
57 H -3.6641 -0.4166 -2.4858  0.1076
58 H -2.4106 0.3024 -4.4816  0.1271
59 H -0.0694 2.2264 -4.5388  0.1135
60 H 1.2419 2.4525 -2.4863  0.1140
61 C 2.4714 6.0488 -4.7593  -0.0813
62 O 2.4655 6.5507 -3.4142  -0.2122
63 P 1.2111 6.2081 -2.5157  0.3210
64 O 0.8244 4.8004 -2.4308  -0.2180
65 O 0.0166 7.0911 -3.0795  -0.2114
66 C 0.2463 8.4564 -3.4518  -0.0828
67 O 1.6634 6.8895 -1.1711  -0.2070
68 C 0.8026 6.7475 -0.0225  -0.0652
69 H 2.9904 6.7783 -5.3754  0.0916
70 H 3.0006 5.0986 -4.7899  0.0903
71 H 1.4581 5.9133 -5.1400  0.0882
72 H 0.3370 8.5221 -4.5354  0.0891
73 H 1.1469 8.8558 -2.9868  0.0889
74 H -0.6134 9.0369 -3.1273  0.0913
75 H -0.0513 6.1062 -0.2357  0.0883
76 H 0.4550 7.7362 0.2690  0.0905
77 H 1.3846 6.3099 0.7838  0.0923
78 C -6.1162 -6.2209 0.4475  -0.0836
79 O -5.4932 -7.4999 0.2370  -0.2114
80 P -5.6176 -8.5591 1.4034  0.3187
81 O -6.9578 -8.8367 1.9085  -0.2163
82 O -4.6517 -8.0409 2.5587  -0.2139
83 C -3.3680 -7.4975 2.2277  -0.0846
84 O -4.8533 -9.7613 0.7151  -0.2136
85 C -4.7796 -11.0010 1.4349  -0.0840
86 H -5.5067 -5.4827 -0.0569  0.0690
87 H -7.1167 -6.2321 0.0199  0.0972
88 H -6.1785 -5.9778 1.5091  0.0935
89 H -3.4171 -6.4096 2.2662  0.0833
90 H -3.0400 -7.8099 1.2368  0.0882
91 H -2.6561 -7.8511 2.9698  0.0894
92 H -5.3390 -10.9581 2.3687  0.0858
93 H -3.7336 -11.2173 1.6455  0.0881
94 H -5.1950 -11.7846 0.8062  0.0894

Cartesian forces (eV/Å) of the 2 atoms listed first:
C -0.3 0.2 -0.4
C 0.5 -0.3 0.2

Record 3
Computed, not measured: a molecular structure, C27H40GeMnN2Si2 at a distorted geometry, with ωB97M-V with the def2-TZVPD basis set.

total charge	-2
multiplicity	6
Kohn-Sham gap (alpha / beta)	3.1 / 4.0	eV

Each line ends with the Löwdin spin population.
Atoms and positions in Å:
1 Mn -0.1140 0.6564 -0.6143  3.5493
2 C -2.4414 3.2211 -3.2709  0.1255
3 C -2.7184 2.3588 -4.3640  0.1518
4 C -2.1269 1.1216 -4.3636  0.0160
5 C -1.2656 0.7166 -3.3350  0.1940
6 N -1.0176 1.5712 -2.2452  0.2187
7 C -1.6218 2.7616 -2.2705  0.0351
8 C -0.6031 -0.5481 -3.2451  0.0321
9 C -0.4979 -1.4398 -4.3283  0.0645
10 C 0.1732 -2.6381 -4.2039  0.0183
11 C 0.7416 -2.9720 -2.9867  0.0801
12 C 0.6324 -2.0991 -1.9021  0.0181
13 C -0.0171 -0.8660 -1.9666  -0.0222
14 H -2.8811 4.2100 -3.2111  0.0107
15 H -3.3885 2.6768 -5.1553  0.0127
16 H -2.3468 0.4259 -5.1611  -0.0024
17 H -1.4259 3.4170 -1.4253  -0.0006
18 H -0.9345 -1.1822 -5.2870  0.0046
19 H 0.2576 -3.3129 -5.0532  -0.0014
20 H 1.2744 -3.9102 -2.8773  0.0071
21 H 1.0943 -2.3992 -0.9731  -0.0017
22 C 3.4546 1.8210 -0.9784  0.0075
23 Si 3.2338 0.2480 0.1095  0.0070
24 C 4.6912 0.4789 1.3717  0.0007
25 C 3.8257 -1.2724 -0.8940  0.0015
26 C 1.5139 0.1018 0.8826  -0.0270
27 C 1.2189 1.4888 1.3484  0.0181
28 C 1.5686 2.0237 2.5664  -0.0076
29 C 1.3018 3.3726 2.8583  0.0156
30 C 0.7053 4.1366 1.8518  0.0016
31 C 0.3717 3.5449 0.6605  0.0102
32 N 0.5781 2.2297 0.3850  0.0332
33 Si 1.2313 -1.1804 2.2476  -0.0046
34 C 0.7817 -2.9324 1.6140  -0.0005
35 C 2.7120 -1.5585 3.4484  -0.0014
36 C -0.2544 -0.6738 3.3534  0.0069
37 H 4.4073 1.8359 -1.5062  0.0003
38 H 3.4079 2.7153 -0.3605  0.0002
39 H 2.6618 1.8951 -1.7180  0.0048
40 H 5.6042 0.8015 0.8749  0.0003
41 H 4.9133 -0.4511 1.8848  0.0001
42 H 4.4534 1.2204 2.1285  -0.0001
43 H 4.8677 -1.1715 -1.1898  0.0001
44 H 3.2268 -1.4143 -1.7855  0.0004
45 H 3.7378 -2.1710 -0.2926  0.0001
46 H 2.0778 1.3992 3.2892  -0.0006
47 H 1.6076 3.8115 3.8009  0.0010
48 H 0.5103 5.1933 2.0005  0.0000
49 H -0.0739 4.1424 -0.1311  0.0005
50 H 1.6228 -3.4016 1.1134  -0.0001
51 H -0.0408 -2.8590 0.9125  0.0001
52 H 0.4775 -3.5850 2.4291  0.0000
53 H 3.5130 -2.0660 2.9212  0.0001
54 H 2.3982 -2.2087 4.2613  -0.0002
55 H 3.1336 -0.6592 3.8843  0.0001
56 H -1.1477 -0.6872 2.7290  0.0070
57 H -0.1520 0.3386 3.7310  0.0002
58 H -0.4161 -1.3292 4.2083  0.0008
59 C -4.9275 -0.8397 -0.5921  0.0215
60 Ge -3.4043 -0.7921 0.7667  0.0736
61 C -4.3996 -0.1498 2.4344  0.0127
62 C -3.1342 -2.7414 1.1942  0.0026
63 C -1.8561 0.2484 0.3480  0.2622
64 H -5.7987 -1.3819 -0.2296  0.0031
65 H -4.5788 -1.3178 -1.5017  0.0009
66 H -5.2396 0.1681 -0.8511  0.0009
67 H -5.2968 -0.7414 2.6007  0.0021
68 H -4.6958 0.8915 2.3503  0.0010
69 H -3.7706 -0.2450 3.3145  0.0008
70 H -4.0520 -3.2145 1.5391  0.0003
71 H -2.3891 -2.8521 1.9754  0.0002
72 H -2.7821 -3.2783 0.3198  0.0004
73 H -2.1727 1.2988 0.5610  0.0313

Cartesian forces (eV/Å) of the 2 atoms listed first:
Mn -1.1 -2.3 -0.5
C 0.0 0.4 0.2

Record 4
Computed, not measured: 7 unconnected molecules or ions with the total composition C27H40N2O9 at a distorted geometry, with ωB97M-V with the def2-TZVPD basis set.

total charge	+1
multiplicity	2
Kohn-Sham gap (alpha / beta)	6.6 / 2.8	eV

Each line ends with the Löwdin spin population.
Atoms and positions in Å:
1 C -1.0400 -1.1337 -2.5060  0.1563
2 C -0.8040 -2.4749 -2.7878  0.2917
3 C 0.2344 -2.8252 -3.6855  0.0158
4 C 0.9216 -1.7917 -4.3521  0.1590
5 C 0.7077 -0.4038 -4.0007  0.2625
6 C -0.2963 -0.1221 -3.0729  0.0195
7 N 1.9658 -2.1670 -5.3896  0.0040
8 O 2.3155 -3.3256 -5.2802  -0.0101
9 O 2.4018 -1.3088 -6.2439  0.0402
10 H -1.7518 -0.9973 -1.7053  0.0034
11 H -1.3626 -3.2717 -2.3195  0.0093
12 H 0.3821 -3.8791 -3.8696  -0.0021
13 H 1.2931 0.3642 -4.4844  0.0095
14 H -0.4061 0.9416 -2.9213  -0.0019
15 C -5.8215 2.8657 2.4845  0.0000
16 C -5.1519 3.8040 3.3157  0.0000
17 C -4.0845 3.3938 4.1331  0.0000
18 C -3.7774 2.0659 4.1963  0.0000
19 C -4.5301 1.1090 3.4892  0.0000
20 C -5.5007 1.4954 2.5409  0.0000
21 N -2.6987 1.5987 5.0305  0.0000
22 O -2.1250 2.4712 5.7107  0.0000
23 O -2.2739 0.4674 4.9719  0.0000
24 H -6.7131 3.1169 1.9292  0.0000
25 H -5.4331 4.8463 3.3463  0.0000
26 H -3.6095 4.1414 4.7510  0.0000
27 H -4.2598 0.0676 3.5831  0.0000
28 H -5.9855 0.7332 1.9490  0.0000
29 C 4.1104 -0.5738 0.8111  0.0001
30 C 4.8052 -1.8217 0.3266  0.0000
31 O 4.7894 -2.1012 -0.8954  0.0005
32 C 5.4515 -2.7127 1.3582  0.0001
33 H 4.8389 0.2174 0.9881  0.0000
34 H 3.6208 -0.7987 1.7586  0.0000
35 H 3.4157 -0.1745 0.0721  0.0000
36 H 5.9453 -3.5997 0.9613  0.0000
37 H 4.7597 -3.1218 2.0945  0.0000
38 H 6.3021 -2.1622 1.7601  0.0000
39 C -3.0175 2.1752 -3.4806  -0.0004
40 C -3.7433 1.4536 -2.2770  0.0000
41 O -4.4910 0.5068 -2.4819  0.0012
42 C -3.5392 1.9984 -0.8195  0.0001
43 H -3.6998 2.9633 -3.7990  0.0000
44 H -2.8300 1.4856 -4.3037  -0.0002
45 H -2.0437 2.5625 -3.1807  0.0000
46 H -2.5248 2.3242 -0.5895  0.0000
47 H -3.8195 1.2505 -0.0778  0.0000
48 H -4.1996 2.8497 -0.6543  0.0000
49 C 1.7594 -5.4128 1.7380  0.0017
50 C 1.4863 -3.9895 1.3730  0.0034
51 O 1.6623 -3.0725 2.1800  0.0067
52 C 0.8089 -3.7373 0.0326  0.0063
53 H 0.8097 -5.8998 1.9592  0.0000
54 H 2.3134 -5.2944 2.6692  0.0001
55 H 2.4007 -6.0427 1.1215  0.0000
56 H 0.5158 -4.7546 -0.2266  0.0000
57 H 1.5839 -3.3123 -0.6052  0.0003
58 H -0.0088 -3.0219 0.1208  0.0011
59 C -0.7586 1.6169 1.7258  0.0019
60 C -0.6990 0.2666 1.0397  0.0020
61 O -1.6637 -0.3916 0.6704  0.0148
62 C 0.6754 -0.1939 0.6392  0.0017
63 H -0.0308 1.5634 2.5354  0.0000
64 H -1.7906 1.7086 2.0644  0.0000
65 H -0.4447 2.4448 1.0901  0.0001
66 H 1.2899 -0.4508 1.5020  0.0000
67 H 1.1979 0.6246 0.1440  0.0000
68 H 0.5520 -1.0620 -0.0082  0.0004
69 C 3.6496 2.2048 -1.9732  0.0002
70 C 2.5869 2.7295 -1.0442  0.0000
71 O 1.5629 3.2646 -1.4316  0.0002
72 C 2.9380 2.8299 0.3905  0.0000
73 H 4.4129 1.7418 -1.3479  0.0000
74 H 4.1267 3.0892 -2.3953  0.0000
75 H 3.3744 1.6170 -2.8489  0.0001
76 H 3.9201 3.2072 0.6753  0.0000
77 H 2.8500 1.8492 0.8580  0.0000
78 H 2.1919 3.3756 0.9681  0.0000

Cartesian forces (eV/Å) of the 2 atoms listed first:
C -0.4 1.6 1.2
C 1.7 -1.3 -1.2

no.,electronic energy (eV)
1,-43363.1693
2,-125470.1596
3,-135217.2170
4,-50038.5881